Entry 1:
Molecular formula: C52H57F7N5
Method: DFT, ωB97M-V/def2-TZVPD

Geometry as XYZ:
```
121
Properties=species:S:1:pos:R:3:forces:R:3
N -1.222 2.183 -7.449 -1.28 -0.24 1.13
C -2.311 2.347 -6.788 0.04 -0.48 0.40
C -2.775 3.683 -6.138 1.05 -0.66 0.26
C -3.745 3.469 -4.901 0.18 0.81 -2.32
C -5.049 2.784 -5.419 -1.27 0.54 0.53
C -5.853 2.049 -4.297 0.63 -0.35 -1.49
N -4.856 1.153 -3.586 -0.19 1.82 1.20
C -3.807 1.887 -3.035 1.03 0.22 -0.59
N -3.414 1.807 -1.782 -1.34 -0.97 -0.54
C -4.054 0.922 -0.791 1.19 -0.90 1.53
C -2.895 0.414 0.179 -0.46 -0.13 -0.46
C -1.664 -0.208 -0.590 0.30 -0.39 0.95
C -0.304 0.298 0.084 -1.34 -0.55 -0.36
N 0.170 1.590 -0.423 0.01 -0.61 0.16
N -3.014 2.758 -3.838 -1.74 -0.89 0.43
H -1.202 1.187 -7.711 0.30 0.44 -0.20
H -2.959 1.440 -6.623 0.26 0.89 -0.04
H -3.219 4.324 -6.928 0.12 -0.41 0.71
H -1.842 4.192 -5.766 -0.85 -0.24 -0.47
H -3.987 4.511 -4.558 0.11 -1.07 0.01
H -5.714 3.603 -5.804 0.67 -0.68 0.27
H -4.918 2.076 -6.267 0.26 0.45 0.73
H -6.364 2.717 -3.566 0.43 -0.38 -0.54
H -6.596 1.367 -4.785 0.58 0.69 0.61
H -5.418 0.632 -2.915 0.66 -0.05 0.20
H -2.615 2.359 -1.471 -0.24 -0.15 -0.38
H -4.484 -0.013 -1.235 0.27 1.11 0.03
H -4.815 1.491 -0.207 0.43 -0.47 -0.59
H -3.319 -0.397 0.822 0.21 0.88 -0.39
H -2.579 1.247 0.868 -0.27 -0.64 -0.73
H -1.711 -1.324 -0.463 0.01 0.97 -0.18
H -1.659 -0.023 -1.691 0.00 0.07 0.79
H -0.552 0.410 1.173 0.61 -0.24 -0.86
H 0.432 -0.528 -0.065 -0.21 1.01 0.25
H 0.530 1.514 -1.371 -0.20 0.15 0.20
H -0.545 2.311 -0.355 0.32 -0.13 -0.05
H -2.146 2.322 -4.144 -0.15 0.05 0.18
F -0.088 -3.520 0.791 -0.13 0.06 -0.07
C 1.147 -3.581 1.328 0.68 -0.04 0.32
C 2.131 -4.314 0.688 -0.13 -0.11 -0.21
C 3.405 -4.371 1.240 -0.13 0.15 0.20
C 3.677 -3.704 2.430 0.08 0.06 -0.03
C 2.678 -2.976 3.065 0.11 0.06 -0.31
C 1.407 -2.908 2.509 -0.22 0.18 0.00
H 1.899 -4.834 -0.233 -0.02 0.02 0.03
H 4.184 -4.936 0.744 -0.07 0.00 0.01
H 4.669 -3.754 2.862 -0.06 0.00 -0.02
H 2.889 -2.461 3.994 -0.05 -0.03 -0.03
H 0.619 -2.338 2.986 -0.01 -0.05 0.00
F -5.021 2.487 -11.931 -0.09 -0.03 0.00
C -3.787 2.962 -11.685 0.50 0.20 0.07
C -3.063 3.537 -12.715 -0.10 0.01 -0.17
C -1.790 4.032 -12.458 -0.06 -0.11 0.27
C -1.252 3.936 -11.178 0.02 0.02 -0.05
C -1.989 3.351 -10.154 0.02 0.19 -0.22
C -3.266 2.866 -10.407 -0.08 -0.06 0.11
H -3.495 3.595 -13.706 -0.03 -0.01 0.05
H -1.218 4.491 -13.254 -0.05 -0.04 0.01
H -0.258 4.319 -10.981 -0.05 -0.01 0.00
H -1.570 3.272 -9.155 -0.06 0.14 -0.40
H -3.858 2.414 -9.619 -0.03 -0.03 -0.05
F -1.680 -5.807 6.261 -0.11 0.02 0.00
C -0.346 -5.892 6.114 0.61 -0.04 -0.05
C 0.236 -5.446 4.939 -0.15 0.09 -0.11
C 1.614 -5.529 4.789 -0.05 -0.26 0.32
C 2.393 -6.067 5.809 -0.05 0.04 -0.04
C 1.795 -6.516 6.982 -0.02 0.16 -0.37
C 0.418 -6.423 7.138 -0.13 -0.05 0.15
H -0.388 -5.039 4.153 -0.01 -0.02 0.03
H 2.080 -5.179 3.881 -0.07 -0.12 0.01
H 3.468 -6.135 5.689 -0.05 -0.02 0.00
H 2.399 -6.936 7.771 -0.08 0.00 -0.06
H -0.064 -6.760 8.048 0.00 0.00 -0.04
F 2.351 5.701 -9.598 0.00 0.00 -0.08
C 2.032 5.547 -8.303 -0.13 -0.08 0.57
C 2.289 6.576 -7.414 0.08 0.18 -0.06
C 1.954 6.417 -6.075 -0.09 -0.22 -0.10
C 1.377 5.228 -5.641 -0.01 0.01 0.00
C 1.130 4.200 -6.545 0.15 0.33 0.14
C 1.454 4.361 -7.885 -0.04 -0.15 -0.20
H 2.746 7.491 -7.770 -0.02 -0.04 -0.03
H 2.143 7.219 -5.372 0.02 -0.02 -0.06
H 1.120 5.104 -4.594 0.04 0.01 -0.04
H 0.684 3.274 -6.206 0.02 0.02 -0.11
H 1.260 3.575 -8.604 0.00 0.02 0.01
F -4.224 6.221 -6.740 0.00 0.03 0.03
C -5.465 6.756 -6.722 -0.69 0.36 -0.01
C -6.546 5.978 -7.098 0.15 -0.20 0.02
C -7.822 6.530 -7.074 0.11 0.21 0.10
C -7.998 7.853 -6.685 -0.05 -0.01 0.00
C -6.902 8.624 -6.315 -0.06 -0.25 -0.07
C -5.628 8.072 -6.328 0.25 0.06 0.07
H -6.388 4.953 -7.408 0.01 0.05 -0.10
H -8.676 5.929 -7.360 0.06 0.01 -0.02
H -8.992 8.283 -6.671 0.06 -0.02 -0.01
H -7.040 9.656 -6.017 0.04 -0.05 0.00
H -4.763 8.655 -6.035 0.00 -0.03 -0.05
F 2.476 -7.420 9.813 -0.05 -0.12 0.13
C 3.340 -6.789 10.634 0.45 0.33 0.46
C 3.349 -7.106 11.981 -0.16 -0.17 0.01
C 4.242 -6.459 12.825 0.06 0.12 -0.24
C 5.107 -5.496 12.315 0.05 0.06 -0.05
C 5.083 -5.184 10.961 -0.15 -0.20 0.16
C 4.198 -5.837 10.112 -0.06 0.00 -0.24
H 2.663 -7.853 12.360 0.01 0.01 -0.05
H 4.265 -6.703 13.880 -0.01 0.01 -0.05
H 5.798 -4.991 12.975 -0.07 -0.01 -0.06
H 5.755 -4.431 10.565 -0.03 -0.05 -0.01
H 4.172 -5.613 9.053 -0.03 0.00 0.03
F 6.476 -5.358 15.073 -0.10 0.00 0.13
C 7.818 -5.458 15.124 0.71 -0.07 0.04
C 8.466 -6.316 14.253 -0.18 -0.10 -0.16
C 9.851 -6.416 14.302 -0.03 0.20 0.22
C 10.569 -5.665 15.227 0.05 -0.02 -0.03
C 9.904 -4.810 16.099 -0.05 -0.16 -0.20
C 8.520 -4.701 16.045 -0.16 0.13 0.12
H 7.889 -6.899 13.545 -0.02 0.04 0.03
H 10.370 -7.078 13.621 -0.06 0.01 0.03
H 11.648 -5.747 15.267 -0.06 0.01 0.00
H 10.463 -4.229 16.822 -0.05 -0.01 -0.03
H 7.986 -4.034 16.710 -0.02 -0.04 -0.02
```
Positions in Å, forces in eV/Å.

## Properties
Strongest force on any atom, eV Å⁻¹: 2.462
Kohn-Sham gap, eV: 6.96
Relative energy (zero: lowest compared OMol25 entry of this formula, charge and spin), kJ/mol: 98.3
Total charge: +1
Energy, Ha: -2988.2340
HOMO level, eV: -10.164

Entry 2:
Molecular formula: C52H58BrN2P3Si2Sn
Method: DFT, ωB97M-V/def2-TZVPD

Geometry as XYZ:
```
119
Properties=species:S:1:pos:R:3:forces:R:3
Sn 0.677 0.171 -1.397 0.64 -0.16 0.11
C -2.926 -0.271 3.795 0.13 -0.56 -0.10
Si -3.034 -1.351 2.204 -0.54 0.52 0.19
C -4.477 -0.665 1.183 0.16 -0.10 1.49
C -3.562 -3.047 2.753 0.78 -0.64 0.07
N -1.601 -1.397 1.354 -0.62 0.84 -0.23
P -0.716 -2.328 0.509 0.60 -0.09 0.62
C 0.620 -1.436 -0.146 1.02 -0.10 -0.35
P 2.316 -1.409 0.327 -0.93 0.81 -0.54
N 2.880 -0.081 -0.438 -0.99 -0.63 0.18
Si 4.140 0.963 0.097 -0.04 0.09 0.53
C 5.009 1.834 -1.325 0.06 -0.02 0.39
C 5.558 0.107 1.027 0.49 0.52 -0.42
C 3.318 2.195 1.278 -0.41 -0.30 -0.21
C 3.191 -2.771 -0.481 0.66 -0.54 -1.03
C 4.358 -3.327 0.000 0.38 -0.76 -0.85
C 5.122 -4.241 -0.782 -0.83 0.98 0.06
C 4.752 -4.537 -2.089 0.36 -0.10 0.26
C 3.625 -3.886 -2.626 0.63 -0.95 0.13
C 2.876 -3.044 -1.854 -0.63 0.53 1.52
C 2.445 -1.280 2.164 -0.72 0.21 0.18
C 3.052 -2.175 3.023 0.43 -0.21 0.21
C 2.919 -2.034 4.409 0.33 -0.18 -0.60
C 2.168 -1.014 4.960 0.53 -0.57 -0.96
C 1.574 -0.076 4.106 -0.09 -0.13 0.89
C 1.668 -0.218 2.753 1.12 -1.62 -1.12
C -1.639 -3.369 -0.719 0.70 1.05 0.68
C -1.014 -4.121 -1.691 -0.42 -0.16 -0.61
C -1.823 -4.732 -2.682 1.77 0.45 1.01
C -3.181 -4.616 -2.626 -0.96 0.11 -0.05
C -3.810 -3.844 -1.640 -0.01 -0.22 -0.32
C -3.018 -3.217 -0.706 -0.26 -0.11 -0.19
C 0.090 -3.486 1.662 -0.22 -0.15 1.20
C 0.839 -4.593 1.296 -0.37 -0.16 1.09
C 1.277 -5.516 2.240 0.37 -0.29 -0.09
C 1.080 -5.280 3.606 -0.42 -0.48 -0.92
C 0.333 -4.190 4.003 0.21 1.34 -1.04
C -0.151 -3.276 3.036 0.90 -1.43 -0.18
H -3.918 0.168 4.023 0.52 -0.25 0.03
H -2.567 -0.882 4.655 -0.36 0.40 -0.44
H -2.196 0.535 3.660 -0.15 0.00 -0.03
H -5.357 -1.211 1.481 -0.60 -0.17 0.39
H -4.679 0.384 1.335 0.03 0.46 -0.09
H -4.378 -0.894 0.167 0.32 0.08 -1.71
H -4.354 -2.861 3.451 -0.62 -0.25 0.63
H -3.915 -3.759 1.989 0.14 0.37 0.17
H -2.701 -3.516 3.283 -0.72 0.15 -0.20
H 5.876 1.232 -1.600 0.01 0.07 -0.12
H 4.441 2.062 -2.219 -0.09 -0.09 -0.13
H 5.365 2.783 -0.910 0.17 -0.02 -0.12
H 5.865 -0.879 0.697 -0.09 -0.17 -0.50
H 6.455 0.756 0.917 -0.46 -0.28 0.10
H 5.390 -0.011 2.080 -0.31 0.15 0.71
H 2.482 2.691 0.783 0.16 0.19 -0.22
H 2.805 1.667 2.080 0.47 -0.14 0.14
H 3.942 2.951 1.730 0.36 0.31 0.06
H 4.731 -3.016 0.949 0.24 -0.10 0.58
H 6.020 -4.617 -0.337 0.36 -0.38 0.03
H 5.355 -5.253 -2.690 -0.59 0.69 0.48
H 3.329 -4.135 -3.633 -0.10 0.24 -0.16
H 1.994 -2.572 -2.255 -0.16 0.02 -0.24
H 3.652 -3.034 2.709 -0.35 0.38 -0.28
H 3.478 -2.778 4.971 -0.40 0.23 0.44
H 2.064 -1.029 6.016 -0.21 0.52 0.80
H 1.030 0.756 4.532 -0.17 -0.01 -0.06
H 1.164 0.425 2.074 -0.50 0.54 -0.26
H 0.077 -4.163 -1.682 -0.31 -0.13 -0.35
H -1.336 -5.247 -3.492 -0.03 -0.27 -0.12
H -3.736 -5.130 -3.393 -0.38 0.06 -0.08
H -4.891 -3.674 -1.597 0.39 -0.31 -0.21
H -3.489 -2.579 0.014 0.06 0.04 0.19
H 1.024 -4.748 0.277 0.32 -0.44 -1.33
H 1.757 -6.443 1.879 -0.11 0.66 0.38
H 1.424 -6.003 4.322 0.18 -0.13 0.25
H 0.244 -3.938 5.043 -0.29 -0.09 0.32
H -0.681 -2.407 3.339 -0.36 0.55 0.22
C -3.645 1.297 -2.715 -0.40 -0.34 -0.83
C -2.953 2.237 -3.677 0.71 0.04 -0.19
C -3.398 2.462 -4.987 -1.65 -1.25 0.34
C -2.723 3.259 -5.885 0.20 0.13 0.50
C -1.569 3.893 -5.455 0.63 0.52 -0.15
C -1.086 3.704 -4.174 -0.56 -0.33 0.73
C -1.773 2.888 -3.268 -0.61 0.15 -0.34
P -1.446 2.743 -1.488 0.90 -0.62 -0.20
C -2.751 3.703 -0.735 -0.77 0.06 0.41
C -3.559 4.570 -1.488 0.63 -0.22 1.30
C -4.347 5.494 -0.833 0.26 -0.30 -0.49
C -4.447 5.446 0.527 0.03 0.05 1.31
C -3.722 4.533 1.291 0.62 -0.26 -0.35
C -2.812 3.653 0.681 -0.33 0.16 -0.26
C -1.858 2.758 1.495 -0.30 1.26 -1.21
C -0.053 3.848 -1.176 1.10 -0.41 -0.20
C -0.153 5.126 -0.596 0.61 -0.53 -0.44
C 0.992 5.879 -0.356 0.53 -0.46 -0.63
C 2.248 5.375 -0.726 -1.17 0.01 0.22
C 2.321 4.103 -1.270 1.94 0.04 -0.03
C 1.238 3.291 -1.497 -1.58 1.32 0.22
C 1.401 2.012 -2.197 -0.60 -0.63 -0.09
H -4.374 0.688 -3.291 0.50 0.10 0.57
H -4.180 1.821 -1.936 -0.35 0.30 0.13
H -2.917 0.678 -2.165 -0.27 -0.11 -0.50
H -4.374 1.976 -5.283 1.24 0.50 0.21
H -3.098 3.395 -6.881 -0.12 0.11 -0.28
H -1.029 4.615 -6.063 -0.16 -0.31 -0.25
H -0.214 4.229 -3.827 0.28 0.22 -0.03
H -3.518 4.590 -2.546 0.24 -0.07 -0.84
H -4.785 6.287 -1.398 -0.62 0.28 -0.26
H -5.062 6.165 1.044 -0.13 0.12 0.08
H -3.771 4.581 2.373 -0.13 -0.11 -0.03
H -2.127 2.833 2.528 0.12 0.12 0.71
H -0.831 3.141 1.294 -0.50 -0.49 0.49
H -1.936 1.717 1.208 0.11 -0.30 -0.21
H -1.117 5.564 -0.395 -0.19 -0.08 0.12
H 0.908 6.879 0.021 -0.06 0.29 0.24
H 3.131 5.983 -0.610 0.15 -0.03 0.07
H 3.313 3.696 -1.517 -0.54 0.38 0.05
H 2.407 1.679 -2.424 0.22 0.39 0.07
H 0.816 1.935 -3.098 -0.13 0.39 -0.60
Br 0.155 -0.806 -3.741 -0.04 0.20 0.33
```
Positions in Å, forces in eV/Å.

## Properties
Strongest force on any atom, eV Å⁻¹: 2.263
Kohn-Sham gap, eV: 7.41
Relative energy (zero: lowest compared OMol25 entry of this formula, charge and spin), kJ/mol: 0.0
Energy, Ha: -6517.2973
HOMO level, eV: -7.725

no.,LUMO level (eV)
1,-3.21
2,-0.31